# 1
{
  "formula": "C31H48Cl2N3O3P3Pt",
  "method": "ωB97M-V/def2-TZVPD",
  "total_charge": 2,
  "de_lowest_ev": 0.000,
  "largest_force_ev_per_a": 0.6,
  "e_lumo_ev": -5.43,
  "orbital_gap_ha": 0.2570,
  "elements": ["Pt", "C", "P", "C", "C", "C", "P", "C", "C", "H", "H", "H", "H", "H", "H", "H", "H", "H", "H", "H", "H", "H", "H", "H", "H", "Cl", "C", "C", "C", "Cl", "C", "O", "C", "C", "O", "C", "H", "H", "H", "C", "N", "C", "N", "C", "N", "C", "P", "C", "C", "H", "H", "H", "H", "H", "H", "H", "H", "H", "H", "H", "H", "C", "C", "C", "C", "C", "C", "C", "C", "C", "C", "C", "C", "O", "H", "H", "H", "H", "H", "H", "H", "H", "H", "H", "H", "H", "H", "H", "H", "H", "H"],
  "coordinates": [[-0.253, 0.243, 2.295], [2.896, -0.114, 3.410], [1.751, 1.078, 2.714], [2.542, 1.768, 1.248], [1.546, 2.439, 3.909], [0.324, 3.270, 3.516], [-1.070, 2.129, 3.210], [-1.787, 1.757, 4.831], [-2.341, 3.097, 2.363], [3.751, 0.410, 3.840], [3.229, -0.788, 2.624], [2.396, -0.706, 4.175], [3.540, 2.127, 1.506], [1.956, 2.594, 0.845], [2.623, 0.990, 0.488], [2.456, 3.040, 3.957], [1.406, 1.981, 4.891], [0.512, 3.814, 2.586], [0.070, 4.009, 4.278], [-2.047, 2.677, 5.358], [-1.088, 1.177, 5.432], [-2.690, 1.161, 4.696], [-2.707, 3.888, 3.019], [-3.179, 2.454, 2.092], [-1.933, 3.551, 1.459], [2.551, -3.808, -5.446], [1.951, -2.563, -4.427], [2.689, -1.402, -4.254], [2.208, -0.398, -3.428], [3.136, 1.041, -3.207], [0.984, -0.538, -2.789], [0.573, 0.514, -1.963], [0.253, -1.714, -2.952], [-1.047, -1.905, -2.297], [-1.712, -0.973, -1.894], [0.746, -2.728, -3.765], [3.640, -1.278, -4.754], [-1.408, -2.936, -2.192], [0.185, -3.647, -3.876], [-3.117, 2.678, -3.520], [-1.897, 2.664, -4.325], [-1.141, 3.898, -4.088], [-0.848, 4.145, -2.670], [-2.097, 4.122, -1.915], [-2.845, 2.876, -2.092], [-2.262, 1.707, -1.454], [-0.661, 1.474, -2.329], [-1.116, 1.449, -4.088], [0.067, 3.135, -2.145], [-3.666, 1.747, -3.664], [-3.742, 3.503, -3.859], [-1.735, 4.731, -4.462], [-0.207, 3.863, -4.649], [-2.728, 4.941, -2.259], [-1.884, 4.274, -0.856], [-2.905, 0.842, -1.578], [-2.090, 1.880, -0.389], [-1.713, 0.566, -4.325], [-0.215, 1.434, -4.706], [1.027, 3.162, -2.664], [0.255, 3.320, -1.082], [-2.667, -1.079, 1.583], [-2.161, -2.453, 2.001], [-1.833, -2.529, 3.493], [-1.076, -3.023, 1.106], [-1.387, -4.154, 0.352], [-0.439, -4.788, -0.433], [0.858, -4.294, -0.458], [1.219, -3.179, 0.287], [2.660, -2.729, 0.403], [3.533, -3.105, -0.788], [3.263, -3.312, 1.688], [0.237, -2.525, 1.063], [0.654, -1.480, 1.809], [-3.588, -0.822, 2.110], [-2.821, -1.005, 0.508], [-2.021, -0.185, 1.835], [-3.030, -3.098, 1.841], [-0.972, -1.907, 3.753], [-1.590, -3.552, 3.776], [-2.687, -2.208, 4.093], [-2.393, -4.554, 0.401], [-0.700, -5.675, -0.994], [1.609, -4.809, -1.042], [2.650, -1.635, 0.487], [3.679, -4.184, -0.857], [4.523, -2.657, -0.684], [3.103, -2.763, -1.729], [3.337, -4.398, 1.600], [2.642, -3.090, 2.556], [4.271, -2.928, 1.863]],
  "forces_ev_per_a": [[-0.2, 0.0, -0.2], [0.0, 0.0, 0.0], [0.1, 0.0, 0.1], [0.0, 0.0, 0.0], [0.0, 0.0, 0.0], [0.0, 0.0, 0.0], [-0.1, -0.1, 0.1], [0.0, 0.1, 0.0], [0.0, 0.0, 0.0], [0.0, 0.0, 0.0], [0.0, 0.0, 0.0], [0.0, 0.0, 0.0], [0.0, 0.0, 0.0], [0.0, 0.0, 0.0], [0.0, 0.0, 0.0], [0.0, 0.0, 0.0], [0.0, 0.0, 0.0], [0.0, 0.0, 0.0], [0.0, 0.0, 0.0], [0.0, 0.0, 0.0], [0.0, 0.0, 0.0], [0.0, 0.0, 0.0], [0.0, 0.0, 0.0], [0.0, 0.0, 0.0], [0.0, 0.0, 0.0], [0.0, 0.0, 0.0], [0.0, 0.0, 0.0], [0.0, 0.0, 0.0], [0.0, 0.0, 0.0], [0.0, 0.0, 0.0], [0.1, 0.1, -0.1], [-0.5, -0.2, 0.2], [0.1, 0.1, 0.0], [-0.1, -0.1, 0.1], [0.0, 0.1, 0.0], [0.0, 0.0, 0.1], [0.0, 0.0, 0.0], [0.0, 0.0, 0.0], [0.0, 0.0, 0.0], [0.0, 0.0, 0.0], [0.0, 0.0, 0.0], [0.0, 0.0, 0.0], [0.0, -0.1, 0.0], [0.0, 0.0, 0.0], [0.0, 0.1, 0.0], [0.2, -0.1, 0.1], [0.4, 0.2, -0.3], [-0.1, 0.0, 0.1], [0.0, 0.0, 0.1], [0.0, 0.0, 0.0], [0.0, 0.0, 0.0], [0.0, 0.0, 0.0], [0.0, 0.0, 0.0], [0.0, 0.0, 0.0], [0.0, 0.0, 0.0], [0.0, 0.0, 0.0], [0.0, 0.0, 0.0], [0.0, 0.0, 0.0], [0.0, 0.0, 0.0], [0.0, 0.0, 0.0], [0.0, 0.0, 0.0], [0.0, 0.0, 0.0], [0.0, 0.0, 0.0], [0.0, 0.0, 0.0], [0.0, 0.0, 0.0], [0.0, 0.0, 0.0], [0.0, 0.0, 0.0], [0.0, 0.0, 0.0], [0.0, 0.0, 0.0], [0.0, 0.0, 0.0], [0.0, 0.0, 0.0], [0.0, 0.0, 0.0], [-0.1, 0.1, 0.0], [0.2, 0.0, 0.0], [0.0, 0.0, 0.0], [0.0, 0.0, 0.0], [0.0, 0.1, 0.0], [0.0, 0.0, 0.0], [0.0, 0.0, 0.0], [0.0, 0.0, 0.0], [0.0, 0.0, 0.0], [0.0, 0.0, 0.0], [0.0, 0.0, 0.0], [0.0, 0.0, 0.0], [0.0, 0.0, 0.0], [0.0, 0.0, 0.0], [0.0, 0.0, 0.0], [0.0, 0.0, -0.1], [0.0, 0.0, 0.0], [0.0, 0.0, 0.0], [0.0, 0.0, 0.0]],
  "lowdin_charge": [0.777, -0.197, 0.717, -0.200, -0.361, -0.370, 0.657, -0.218, -0.225, 0.076, 0.033, 0.070, 0.074, 0.038, 0.046, 0.108, 0.097, 0.086, 0.106, 0.066, 0.054, 0.057, 0.070, 0.056, 0.026, 0.762, -0.651, -0.092, -0.574, 0.771, -0.267, -0.194, -0.119, -0.136, 0.011, -0.027, 0.125, 0.136, 0.134, -0.148, -0.128, -0.150, -0.127, -0.164, -0.126, -0.204, 1.036, -0.182, -0.205, 0.142, 0.143, 0.142, 0.140, 0.142, 0.118, 0.093, 0.086, 0.119, 0.124, 0.096, 0.103, -0.053, -0.364, -0.047, -0.148, -0.045, -0.086, -0.035, -0.136, -0.374, -0.056, -0.054, -0.281, -0.351, 0.101, 0.080, -0.036, 0.138, 0.049, 0.097, 0.086, 0.120, 0.111, 0.114, 0.109, 0.086, 0.089, 0.060, 0.095, 0.073, 0.085]
}



# 2
{
  "formula": "C42H36N5O3PTi",
  "method": "ωB97M-V/def2-TZVPD",
  "s2": 0.771,
  "total_charge": -1,
  "de_lowest_ev": 0.000,
  "largest_force_ev_per_a": 1.0,
  "e_lumo_ev": [2.52, 2.52],
  "spin_multiplicity": 2,
  "orbital_gap_ha": [0.1854, 0.2560],
  "elements": ["Ti", "C", "C", "N", "N", "C", "O", "C", "C", "C", "C", "C", "C", "C", "C", "C", "C", "C", "N", "H", "H", "H", "H", "H", "H", "H", "H", "H", "H", "H", "H", "O", "C", "O", "C", "C", "C", "C", "C", "C", "P", "C", "C", "C", "C", "C", "C", "C", "C", "C", "C", "C", "C", "H", "H", "H", "H", "H", "H", "H", "H", "H", "H", "H", "H", "H", "H", "N", "C", "C", "C", "C", "C", "C", "H", "H", "H", "H", "H", "C", "C", "C", "N", "H", "H", "H", "H", "H"],
  "coordinates": [[-0.348, -0.001, -1.365], [2.433, 0.901, -4.693], [1.240, 0.799, -3.799], [1.069, -0.181, -2.918], [2.000, -1.180, -2.811], [1.603, -2.000, -1.888], [0.483, -1.802, -1.237], [2.425, -3.178, -1.543], [3.631, -3.441, -2.196], [4.383, -4.548, -1.849], [3.944, -5.413, -0.849], [2.746, -5.158, -0.202], [1.989, -4.045, -0.546], [0.185, 1.735, -3.791], [0.071, 2.862, -4.639], [-1.034, 3.664, -4.558], [-2.056, 3.357, -3.638], [-1.880, 2.260, -2.822], [-0.800, 1.480, -2.862], [2.950, -0.054, -4.720], [3.133, 1.656, -4.320], [2.144, 1.183, -5.707], [3.958, -2.758, -2.969], [5.319, -4.743, -2.359], [4.536, -6.279, -0.581], [2.395, -5.823, 0.578], [1.053, -3.833, -0.047], [0.864, 3.079, -5.342], [-1.123, 4.531, -5.203], [-2.948, 3.960, -3.554], [-2.622, 1.999, -2.078], [-3.215, -2.307, -2.769], [-2.927, -1.702, -1.751], [-2.286, -0.585, -1.694], [-3.441, -2.262, -0.421], [-4.579, -3.064, -0.504], [-5.193, -3.561, 0.632], [-4.673, -3.265, 1.885], [-3.531, -2.489, 1.980], [-2.895, -1.992, 0.840], [-1.357, -1.013, 1.018], [-1.829, 0.034, 2.450], [-1.040, 0.197, 3.583], [-1.442, 1.052, 4.604], [-2.639, 1.745, 4.503], [-3.434, 1.585, 3.375], [-3.029, 0.742, 2.355], [-0.153, -2.161, 1.780], [1.166, -1.700, 1.772], [2.183, -2.455, 2.331], [1.898, -3.698, 2.883], [0.600, -4.181, 2.858], [-0.424, -3.417, 2.308], [-4.967, -3.274, -1.491], [-6.084, -4.170, 0.543], [-5.154, -3.635, 2.782], [-3.123, -2.250, 2.955], [-0.109, -0.345, 3.677], [-0.819, 1.171, 5.482], [-2.952, 2.407, 5.301], [-4.363, 2.133, 3.280], [-3.639, 0.639, 1.466], [1.374, -0.753, 1.286], [3.203, -2.092, 2.308], [2.695, -4.300, 3.303], [0.377, -5.161, 3.262], [-1.430, -3.815, 2.281], [0.589, 1.150, -0.505], [1.502, 2.143, -0.337], [2.593, 2.020, 0.548], [3.470, 3.070, 0.759], [3.310, 4.281, 0.091], [2.253, 4.411, -0.805], [1.362, 3.373, -1.016], [2.732, 1.082, 1.070], [4.294, 2.943, 1.453], [4.000, 5.099, 0.256], [2.114, 5.345, -1.340], [0.523, 3.495, -1.688], [-0.027, 5.464, 1.845], [-0.215, 3.955, 2.003], [-1.233, 3.434, 1.088], [-2.048, 3.011, 0.399], [0.753, 5.811, 2.523], [-0.951, 6.000, 2.067], [0.277, 5.699, 0.827], [-0.528, 3.700, 3.018], [0.717, 3.427, 1.797]],
  "forces_ev_per_a": [[0.0, -0.4, -0.9], [0.0, 0.0, 0.0], [-0.1, 0.1, 0.0], [0.0, 0.0, 0.3], [0.0, 0.0, -0.1], [-0.1, 0.1, 0.0], [0.1, -0.2, 0.3], [-0.1, -0.1, 0.0], [0.0, 0.1, 0.0], [0.0, 0.0, 0.0], [0.0, 0.0, 0.0], [0.0, 0.0, 0.0], [0.0, -0.1, 0.0], [0.0, -0.1, 0.0], [0.1, 0.0, 0.0], [0.0, 0.0, 0.0], [0.0, 0.0, 0.0], [0.0, 0.1, 0.0], [-0.1, 0.0, -0.2], [0.0, 0.0, 0.0], [0.0, 0.0, 0.0], [0.0, 0.0, 0.0], [0.0, 0.0, 0.0], [0.0, 0.0, 0.0], [0.0, 0.0, 0.0], [0.0, 0.0, 0.0], [0.0, 0.0, 0.0], [0.0, 0.0, 0.0], [0.0, 0.0, 0.0], [0.0, 0.0, 0.0], [0.0, 0.0, 0.0], [0.0, 0.0, 0.0], [0.0, 0.0, 0.1], [0.0, 0.0, 0.1], [0.0, 0.0, 0.0], [0.0, 0.0, 0.0], [0.0, 0.0, 0.0], [0.0, 0.0, 0.0], [0.0, 0.0, 0.0], [0.0, 0.0, -0.2], [0.0, -0.1, 0.1], [-0.1, 0.0, -0.1], [0.0, 0.0, 0.0], [0.0, 0.0, 0.0], [0.0, 0.0, 0.0], [0.0, 0.0, 0.0], [0.0, 0.0, 0.0], [0.0, 0.0, 0.0], [-0.1, 0.1, 0.0], [0.0, 0.0, 0.1], [0.0, 0.0, 0.0], [0.0, 0.0, 0.0], [0.0, 0.0, 0.0], [0.0, 0.0, 0.0], [0.0, 0.0, 0.0], [0.0, 0.0, 0.0], [0.0, 0.0, 0.0], [0.0, 0.0, 0.0], [0.0, 0.0, 0.0], [0.0, 0.0, 0.0], [0.0, 0.0, 0.0], [0.0, 0.0, 0.0], [0.1, 0.0, 0.0], [0.0, 0.0, 0.0], [0.0, 0.0, 0.0], [0.0, 0.0, 0.0], [0.0, 0.0, 0.0], [0.5, 0.3, 0.5], [-0.2, 0.1, 0.1], [0.0, 0.0, 0.0], [0.0, 0.1, 0.0], [0.0, 0.0, 0.0], [0.0, 0.0, 0.0], [0.0, 0.0, 0.1], [0.0, 0.0, 0.0], [0.0, 0.0, 0.0], [0.0, 0.0, 0.0], [0.0, 0.0, 0.0], [0.0, 0.0, 0.0], [0.0, 0.0, 0.0], [0.0, 0.0, 0.0], [0.0, -0.1, 0.1], [-0.1, 0.2, 0.0], [0.0, 0.0, 0.0], [0.0, 0.0, 0.0], [0.0, 0.0, 0.0], [0.0, 0.0, 0.0], [0.0, 0.0, 0.0]],
  "mulliken_spin": [-0.033, -0.021, 0.165, 0.196, -0.095, 0.084, 0.017, 0.003, 0.028, -0.017, 0.029, -0.018, 0.021, 0.186, 0.043, 0.024, 0.150, -0.047, 0.145, 0.006, 0.013, 0.003, 0.002, -0.001, 0.003, -0.001, 0.011, 0.020, 0.004, 0.011, 0.007, -0.001, -0.016, 0.013, 0.003, 0.000, 0.000, 0.000, 0.000, 0.000, 0.010, 0.003, -0.001, 0.000, 0.000, 0.000, -0.001, -0.001, 0.005, -0.001, 0.001, 0.000, -0.001, 0.000, 0.000, 0.000, 0.000, 0.000, 0.000, 0.000, 0.000, 0.000, -0.002, 0.000, 0.000, 0.000, 0.000, 0.040, -0.009, 0.008, -0.003, 0.006, -0.003, -0.001, -0.001, 0.000, 0.001, 0.002, 0.010, 0.001, 0.000, -0.002, 0.002, 0.000, 0.000, 0.000, 0.000, 0.000]
}



# 3
{
  "formula": "C25H28AsBCl2F6N8O4RbS2",
  "method": "ωB97M-V/def2-TZVPD",
  "s2": 0.753,
  "total_charge": -2,
  "de_lowest_ev": 1.063,
  "largest_force_ev_per_a": 1.1,
  "e_lumo_ev": [3.70, 3.70],
  "spin_multiplicity": 2,
  "orbital_gap_ha": [0.2190, 0.2624],
  "elements": ["Rb", "B", "N", "C", "C", "C", "N", "N", "C", "C", "C", "N", "H", "H", "H", "H", "H", "H", "H", "H", "C", "C", "C", "C", "C", "C", "C", "S", "O", "O", "N", "C", "C", "O", "O", "H", "H", "H", "H", "H", "H", "H", "H", "H", "C", "N", "C", "C", "N", "C", "S", "C", "C", "C", "C", "C", "N", "H", "H", "H", "H", "H", "H", "H", "H", "H", "F", "As", "F", "F", "F", "F", "F", "Cl", "C", "Cl", "H", "H"],
  "coordinates": [[-1.385, -0.325, -0.935], [-4.492, -2.143, 1.480], [-3.534, -1.168, 2.219], [-3.226, -1.219, 3.525], [-2.435, -0.127, 3.834], [-2.307, 0.542, 2.608], [-2.971, -0.092, 1.647], [-3.864, -2.586, 0.141], [-4.468, -2.615, -1.060], [-3.589, -3.153, -1.980], [-2.447, -3.429, -1.217], [-2.620, -3.088, 0.059], [-5.540, -1.589, 1.217], [-4.663, -3.090, 2.221], [-3.589, -2.037, 4.125], [-1.993, 0.129, 4.782], [-1.750, 1.436, 2.368], [-5.465, -2.221, -1.169], [-3.714, -3.249, -3.045], [-1.486, -3.812, -1.532], [0.218, 7.849, 4.539], [0.544, 6.649, 3.691], [1.844, 6.409, 3.254], [2.140, 5.299, 2.478], [1.135, 4.414, 2.132], [-0.165, 4.630, 2.566], [-0.454, 5.744, 3.338], [1.506, 3.031, 1.054], [2.800, 2.533, 1.459], [0.368, 2.141, 1.187], [1.609, 3.676, -0.411], [0.422, 4.156, -0.843], [-0.867, 2.670, -1.519], [-1.939, 3.151, -1.323], [-0.216, 1.757, -1.925], [1.059, 8.540, 4.586], [-0.024, 7.546, 5.561], [-0.645, 8.390, 4.147], [2.633, 7.104, 3.521], [3.150, 5.115, 2.135], [-0.936, 3.921, 2.294], [-1.473, 5.913, 3.667], [0.423, 4.665, -1.803], [-0.358, 4.474, -0.156], [4.183, -4.880, 1.293], [4.057, -4.650, -0.125], [5.012, -4.909, -1.089], [4.506, -4.518, -2.271], [3.238, -4.006, -2.030], [2.942, -4.083, -0.689], [1.573, -3.657, 0.135], [2.415, -3.434, -3.039], [2.171, -4.169, -4.189], [1.396, -3.579, -5.178], [0.888, -2.312, -4.957], [1.190, -1.677, -3.758], [1.962, -2.213, -2.818], [5.017, -5.558, 1.468], [3.257, -5.315, 1.666], [4.347, -3.940, 1.822], [5.966, -5.343, -0.846], [4.927, -4.523, -3.259], [2.552, -5.177, -4.284], [1.170, -4.115, -6.091], [0.231, -1.826, -5.665], [0.774, -0.697, -3.560], [-2.930, 0.287, -3.088], [-2.564, -0.247, -4.714], [-4.032, -1.167, -4.788], [-2.122, -0.845, -6.294], [-3.376, 1.110, -5.416], [-1.069, 0.655, -4.687], [-1.732, -1.590, -3.955], [2.091, 0.639, 4.918], [1.321, 0.176, 3.377], [1.057, -1.559, 3.284], [1.980, 0.505, 2.582], [0.364, 0.677, 3.326]],
  "forces_ev_per_a": [[-0.4, -0.9, 0.6], [-0.1, 0.1, 0.0], [0.1, 0.0, 0.2], [0.0, 0.0, -0.1], [0.0, 0.0, 0.0], [0.0, 0.0, 0.0], [-0.1, 0.0, -0.2], [0.0, 0.0, 0.0], [0.0, 0.1, -0.1], [0.0, 0.0, 0.0], [0.1, 0.0, 0.0], [0.1, -0.1, 0.0], [-0.1, 0.0, 0.0], [0.0, -0.1, 0.0], [0.0, 0.0, 0.0], [0.0, 0.0, 0.0], [0.0, 0.0, 0.0], [0.0, 0.0, 0.0], [-0.1, 0.0, 0.0], [0.0, -0.1, 0.0], [0.0, 0.0, 0.0], [0.0, 0.0, 0.0], [-0.1, 0.0, 0.0], [0.1, 0.1, 0.0], [0.0, -0.2, 0.0], [0.0, -0.1, 0.0], [0.0, 0.0, 0.0], [0.1, 0.3, -0.1], [-0.1, 0.0, -0.1], [-0.1, -0.1, 0.0], [-0.1, -0.1, 0.3], [-0.1, -0.1, -0.3], [-0.1, 0.1, -0.2], [-0.1, 0.0, 0.0], [0.5, 0.6, -0.2], [0.0, 0.0, 0.0], [0.0, 0.0, 0.0], [0.0, 0.0, 0.0], [0.0, 0.0, 0.0], [0.0, 0.0, 0.0], [0.0, 0.0, 0.0], [0.0, 0.0, 0.0], [0.1, 0.0, 0.0], [0.1, 0.1, 0.1], [0.0, 0.0, 0.1], [0.0, 0.0, -0.2], [0.0, 0.0, 0.0], [0.0, 0.0, 0.0], [0.2, 0.0, 0.2], [0.0, 0.0, 0.2], [-0.1, 0.0, -0.1], [-0.1, 0.0, -0.2], [0.0, 0.0, 0.1], [0.0, 0.1, 0.0], [0.0, 0.0, 0.0], [-0.1, 0.1, -0.1], [0.0, -0.1, 0.0], [0.0, 0.0, 0.0], [0.0, 0.0, 0.0], [0.0, 0.0, 0.0], [0.0, 0.0, 0.0], [0.0, 0.0, 0.0], [0.0, 0.0, 0.0], [0.0, 0.0, 0.0], [0.0, 0.0, 0.0], [0.1, 0.1, 0.0], [-0.3, 0.2, -0.4], [0.2, 0.0, 0.2], [0.1, 0.0, 0.1], [0.0, -0.1, 0.0], [0.0, 0.0, 0.1], [-0.1, -0.1, 0.1], [0.0, 0.0, -0.2], [0.0, 0.1, 0.1], [0.0, 0.1, 0.0], [0.0, -0.1, -0.1], [0.0, -0.1, 0.0], [0.0, 0.0, -0.1]],
  "mulliken_spin": [-0.006, 0.000, 0.000, 0.000, 0.000, 0.001, -0.001, 0.000, 0.000, 0.000, 0.000, 0.000, 0.000, 0.000, 0.000, 0.000, -0.001, 0.000, 0.000, 0.000, 0.000, 0.003, 0.001, -0.014, 0.042, -0.021, 0.001, 0.032, 0.003, 0.009, 0.236, 0.372, 0.137, 0.122, 0.084, 0.000, 0.000, 0.000, 0.000, -0.001, -0.003, 0.000, -0.012, 0.012, 0.000, 0.000, 0.000, 0.000, 0.000, 0.000, 0.000, 0.000, 0.000, 0.000, 0.000, 0.001, 0.000, 0.000, 0.000, 0.000, 0.000, 0.000, 0.000, 0.000, 0.000, 0.000, 0.001, 0.001, 0.000, 0.000, 0.000, 0.000, 0.000, 0.000, 0.000, 0.000, 0.000, 0.000]
}